(1)
Density functional theory data (ωB97M-V with the def2-TZVPD basis set) for a structure of composition C18H45BeFN3O6Pb in a non-equilibrium geometry.

Computed properties:
HOMO level   -17.246 eV
Maximum force   4.5 eV/A
ΔE to the lowest compared entry with this formula, charge and spin   2.089 eV
Spin multiplicity   1
M   634.8 g/mol
DFT total energy   -1634.8792 Eh
Orbital gap   6.58 eV
Total charge   +3

Atoms and positions in Å:
H -0.994 -15.322 4.503
N -4.464 -16.839 7.045
H -8.335 -18.885 4.445
H -8.208 -15.327 8.023
N -6.542 -19.025 5.521
C -1.968 -15.425 4.025
H -6.210 -18.669 -0.846
C -4.378 -15.393 6.715
O -3.804 -19.504 7.074
C -6.193 -20.974 1.449
C -5.063 -18.854 1.042
H -3.345 -21.312 6.223
H -7.862 -16.851 3.260
C -7.344 -19.136 6.770
H -4.350 -24.695 0.843
H -5.800 -18.566 1.788
H -6.804 -19.761 7.482
H -7.130 -19.188 3.491
H -5.037 -17.321 -2.881
H -5.563 -24.867 1.916
C -4.662 -24.257 1.799
H -2.524 -17.096 7.555
C -3.702 -18.759 8.253
O -4.908 -22.871 1.709
H -6.936 -15.406 9.253
O -5.731 -16.909 3.741
H -8.203 -19.771 6.520
H -3.215 -17.126 -2.444
H -3.159 -14.020 5.696
H -7.424 -16.391 4.814
C -6.119 -22.464 1.142
C -7.292 -18.545 4.361
H -4.301 -16.087 -1.847
H -6.348 -19.932 5.110
H -2.954 -21.146 7.993
H -8.558 -17.335 6.643
H -6.211 -20.733 2.508
H -4.694 -18.849 8.713
H -6.911 -22.966 1.702
Pb -3.226 -20.958 1.982
H -2.190 -15.165 6.639
N -4.975 -20.351 0.820
H -5.711 -14.738 3.709
H -5.418 -17.000 7.371
H -2.390 -14.456 3.757
O -3.006 -15.944 4.898
H -4.125 -18.474 1.447
Be -4.023 -18.240 5.057
H -3.519 -16.775 9.044
H -6.125 -22.723 0.081
C -7.117 -17.088 4.029
H -3.001 -19.099 9.018
H -8.725 -18.147 8.162
C -3.654 -20.922 7.188
O -7.059 -17.030 7.985
H -4.268 -15.536 3.091
C -4.262 -17.147 -2.137
H -1.829 -16.040 3.137
H -5.069 -20.557 -0.171
H -5.769 -15.663 2.200
C -3.475 -17.255 8.067
H -4.744 -14.741 7.514
C -7.991 -17.905 7.390
H -8.478 -16.320 9.395
C -7.684 -15.989 8.722
H -4.595 -21.386 7.491
F -4.600 -20.398 3.983
H -7.074 -20.551 0.961
C -5.344 -15.635 3.208
C -3.091 -15.054 6.037
C -5.439 -18.133 -0.281
O -4.248 -18.084 -1.080
H -3.914 -24.481 2.555
H -5.236 -15.196 6.061
H -5.759 -17.089 -0.252


(2)
Density functional theory data (ωB97M-V with the def2-TZVPD basis set) for a structure of composition C10H18BF8NO10S2Zr in a non-equilibrium geometry.

Computed properties:
HOMO level   -9.690 eV
Maximum force   7.7 eV/A
Spin multiplicity   1
M   630.4 g/mol
DFT total energy   -2866.1583 Eh
Orbital gap   8.71 eV

Atoms and positions in Å:
H 18.349 -24.561 14.281
C 19.626 -24.304 10.464
C 17.078 -30.122 11.378
O 13.523 -27.645 12.301
N 15.111 -25.555 11.209
H 20.438 -23.493 15.051
F 16.006 -25.634 9.141
O 13.758 -25.152 9.112
O 12.025 -27.474 13.981
O 15.425 -23.407 9.653
O 19.706 -24.522 12.779
O 15.180 -23.333 12.722
C 18.158 -29.222 10.616
C 20.373 -24.583 15.129
H 13.822 -26.855 14.734
S 14.913 -24.733 9.851
O 16.073 -29.424 12.126
H 14.274 -28.958 16.056
O 12.960 -23.933 11.606
B 16.614 -26.961 13.881
F 11.159 -28.480 10.912
H 14.088 -29.417 14.367
H 12.680 -29.566 15.505
S 14.285 -24.264 12.092
F 11.307 -26.344 10.973
H 20.142 -24.871 16.149
F 20.617 -23.429 10.666
C 18.987 -24.884 11.738
H 19.289 -26.080 14.037
F 10.027 -27.364 12.396
H 17.388 -27.380 13.204
F 13.960 -25.205 13.320
Zr 16.115 -27.288 11.726
O 17.628 -27.900 10.318
C 13.026 -27.549 14.998
H 18.448 -29.588 9.631
C 19.333 -24.993 14.106
H 16.295 -26.025 13.371
H 17.045 -26.678 14.882
C 12.379 -27.545 12.721
H 15.732 -27.634 13.879
H 21.394 -24.824 14.829
C 11.176 -27.432 11.715
F 18.704 -23.757 9.688
H 12.588 -27.136 15.904
H 17.700 -30.766 12.002
H 16.649 -30.700 10.557
H 19.042 -29.024 11.225
C 13.568 -28.999 15.227
F 20.220 -25.287 9.725
O 17.879 -25.329 11.752


Which value of HOMO level does entry 1 give?
-17.246 eV


Look up the DFT total energy of the first one.
-1634.8792 Eh


The highest DFT total energy belongs to which entry?
C18H45BeFN3O6Pb